[1]
15
Properties=species:S:1:pos:R:3:lowdin_charge:R:1 method="wB97M-V/def2-TZVPD" e_homo_ev=-13.73 charge=+1 e_above_lowest_kcal_mol=57.6 energy_ev=-5791.3609 gap_ev=9.72
C 0.937 0.295 2.265 0.0274
C -0.776 -0.374 0.479 -0.1920
C 0.061 -0.037 1.418 -0.1663
C -0.556 -1.708 -0.299 -0.0519
N 0.174 1.433 -1.603 0.3190
H 0.793 -0.198 3.294 0.1197
H 1.867 0.867 2.045 0.0894
H -1.743 0.123 0.290 0.1213
H 0.285 0.958 -2.524 0.1752
H 0.327 -2.164 0.076 0.0793
H -0.383 -1.601 -1.305 0.0319
H -1.415 -2.282 -0.137 0.0673
H 0.941 2.072 -1.418 0.1557
H 0.156 0.651 -0.912 0.0818
H -0.668 1.966 -1.669 0.1424

[2]
15
Properties=species:S:1:pos:R:3:lowdin_charge:R:1 method="wB97M-V/def2-TZVPD" e_homo_ev=-10.81 charge=+1 e_above_lowest_kcal_mol=91.2 energy_ev=-5789.9052 gap_ev=4.69
C -0.677 0.971 -3.726 0.1879
N 0.480 1.093 -3.219 0.2072
H -1.200 0.021 -3.687 0.1365
H -1.104 1.871 -4.156 0.1342
H 0.947 1.972 -3.018 0.1662
H 1.045 0.298 -2.927 0.1655
C 0.834 -1.431 2.768 -0.1035
C -0.253 -0.411 2.573 -0.2272
C -0.704 0.194 1.458 -0.0528
H 0.492 -2.228 3.426 0.0773
H 1.073 -1.937 1.836 0.0665
H 1.713 -0.957 3.221 0.0762
H -0.908 -0.330 3.439 0.0914
H -1.729 0.070 1.128 0.0443
H -0.008 0.805 0.883 0.0305

[3]
15
Properties=species:S:1:pos:R:3:lowdin_spin:R:1 method="wB97M-V/def2-TZVPD" s2=0.7532 spin_multiplicity=2 e_homo_ev="-20.73 / -21.87" charge=+2 e_above_lowest_kcal_mol=20.8 energy_ev=-5778.2153 gap_ev="10.98 / 9.08"
C -0.530 2.660 -0.175 0.0052
N -1.307 1.781 -0.703 0.0107
H -0.985 3.378 0.401 0.0000
H 0.508 2.631 -0.537 0.0005
H -1.022 1.223 -1.479 0.0018
H -2.333 1.889 -0.610 -0.0001
C 0.395 -2.778 0.547 0.0762
C 0.816 -1.494 -0.145 0.2987
C 0.864 -0.264 0.529 0.5029
H -0.642 -3.038 0.270 0.0408
H 1.003 -3.608 0.223 0.0089
H 0.353 -2.448 1.616 0.0027
H 1.068 -1.496 -1.235 0.0089
H 1.481 0.489 0.167 0.0241
H 0.446 -0.227 1.572 0.0186

[4]
16
Properties=species:S:1:pos:R:3:lowdin_spin:R:1 method="wB97M-V/def2-TZVPD" s2=0.7549 spin_multiplicity=2 e_homo_ev="-0.14 / -2.05" charge=-1 e_above_lowest_kcal_mol=20.2 energy_ev=-7287.5824 gap_ev="4.16 / 6.05"
C -0.539 -1.332 0.752 0.0019
C -0.337 -0.104 -0.143 0.0260
C -0.038 1.199 0.586 0.0434
C 1.480 2.223 -0.895 0.4535
N 1.323 1.654 0.323 0.3456
N -0.303 -2.575 -0.015 0.0021
H -1.496 -1.330 1.279 0.0004
H 0.241 -1.331 1.522 0.0002
H 0.443 -0.406 -0.840 0.0066
H -1.254 -0.078 -0.756 0.0055
H -0.080 1.032 1.661 -0.0004
H -0.764 1.999 0.336 0.0021
H 2.087 1.789 -1.704 0.0717
H 0.670 2.880 -1.283 0.0409
H -0.363 -2.416 -1.015 0.0003
H -1.071 -3.206 0.191 0.0002

[5]
16
Properties=species:S:1:pos:R:3:lowdin_charge:R:1 method="wB97M-V/def2-TZVPD" e_homo_ev=-7.53 e_above_lowest_kcal_mol=64.2 energy_ev=-7287.8352 gap_ev=8.63
C 1.048 -1.523 -0.268 -0.4219
C 0.525 -0.263 -0.781 -0.2710
C -0.085 0.480 0.454 -0.1024
C -0.773 1.669 0.106 -0.2195
N -1.071 2.631 1.056 -0.0229
N 0.027 -2.522 -0.170 -0.0634
H 1.731 -1.323 0.601 0.1153
H 1.869 -2.063 -0.983 0.1449
H 1.319 0.431 -1.117 0.1040
H -0.189 -0.510 -1.650 0.1279
H -0.203 0.110 1.453 0.0808
H -1.149 1.859 -0.868 0.0950
H -0.985 3.661 0.765 0.1155
H -0.924 2.498 2.090 0.1058
H -0.766 -2.350 0.502 0.0786
H -0.374 -2.786 -1.189 0.1333

[6]
16
Properties=species:S:1:pos:R:3:lowdin_charge:R:1 method="wB97M-V/def2-TZVPD" e_homo_ev=-8.51 e_above_lowest_kcal_mol=24.1 energy_ev=-7289.5744 gap_ev=9.39
C 0.668 1.549 -1.300 -0.0979
C 0.866 0.725 -0.020 -0.2472
C 0.083 -1.105 1.459 -0.0763
C -1.252 -0.579 -0.557 -0.3230
H 0.665 0.955 -2.179 0.0583
H -0.242 2.134 -1.218 0.0764
H 1.531 2.202 -1.329 0.0711
H 0.962 1.425 0.886 0.1314
H 1.862 0.206 -0.013 0.1148
H -0.596 -0.769 2.333 0.1125
H -0.102 -2.175 1.162 0.0914
H 1.149 -0.953 1.749 0.0823
H -1.287 -0.020 -1.511 0.1148
H -1.996 -1.874 0.614 0.0299
N -0.145 -0.314 0.234 -0.1993
N -2.166 -1.407 -0.309 0.0607

[7]
16
Properties=species:S:1:pos:R:3:lowdin_charge:R:1 method="wB97M-V/def2-TZVPD" e_homo_ev=-7.99 e_above_lowest_kcal_mol=23.0 energy_ev=-7289.6212 gap_ev=8.99
C 2.150 0.209 -1.141 -0.0956
C 0.660 0.704 -1.140 -0.2127
C -0.204 -0.003 -0.136 -0.3704
C -0.821 0.687 0.828 -0.1708
N -1.699 0.112 1.798 0.0255
N -0.362 -1.429 -0.131 0.0565
H 2.660 0.507 -2.049 0.0668
H 2.133 -0.887 -1.190 0.0470
H 2.491 0.376 -0.120 0.0777
H 0.265 0.551 -2.145 0.1044
H 0.745 1.739 -0.817 0.0964
H -0.604 1.735 0.958 0.1025
H -1.561 -0.890 1.628 0.0545
H -1.346 0.308 2.735 0.0734
H 0.487 -1.875 -0.449 0.0585
H -1.110 -1.786 -0.715 0.0863

[8]
16
Properties=species:S:1:pos:R:3:lowdin_charge:R:1 method="wB97M-V/def2-TZVPD" e_homo_ev=-8.74 e_above_lowest_kcal_mol=34.2 energy_ev=-7289.1354 gap_ev=9.75
C 2.471 -0.257 -0.946 -0.1161
C 1.272 -0.256 -0.009 -0.2713
C 0.303 0.951 -0.024 -0.2087
N -0.832 0.768 0.890 -0.0172
C -1.649 -0.316 0.635 -0.3387
N -1.908 -0.836 -0.506 0.0504
H 2.257 -0.485 -2.010 0.0822
H 2.992 0.730 -0.994 0.0735
H 3.233 -0.888 -0.503 0.0620
H 1.420 -0.462 1.076 0.1145
H 0.705 -1.132 -0.311 0.0821
H 0.799 1.883 0.252 0.1166
H -0.144 0.901 -1.022 0.1069
H -1.041 1.223 1.757 0.1172
H -2.195 -0.719 1.493 0.1112
H -2.893 -1.081 -0.477 0.0353

[9]
16
Properties=species:S:1:pos:R:3:lowdin_charge:R:1 method="wB97M-V/def2-TZVPD" e_homo_ev=-9.21 e_above_lowest_kcal_mol=22.2 energy_ev=-7289.6572 gap_ev=10.18
C -1.380 -1.395 -1.244 -0.1353
C -1.044 -0.152 -0.443 -0.2674
C 0.422 0.382 -0.730 -0.2502
N 1.671 0.306 1.786 0.0617
C 1.215 1.483 1.150 -0.3136
N 0.711 1.584 0.013 0.0041
H -0.695 -2.199 -0.948 0.0662
H -1.485 -1.087 -2.327 0.0942
H -2.388 -1.798 -0.953 0.0779
H -1.130 -0.142 0.629 0.0872
H -1.815 0.553 -0.803 0.1037
H 1.023 -0.494 -0.431 0.0953
H 0.524 0.637 -1.777 0.1040
H 1.791 0.474 2.787 0.0819
H 1.168 -0.532 1.491 0.0691
H 1.411 2.380 1.800 0.1213

[10]
16
Properties=species:S:1:pos:R:3:lowdin_charge:R:1 method="wB97M-V/def2-TZVPD" e_homo_ev=-9.06 e_above_lowest_kcal_mol=47.5 energy_ev=-7288.5592 gap_ev=10.06
C 0.183 1.853 1.852 -0.1370
C 0.449 1.140 0.543 -0.3025
C -0.873 0.469 0.026 -0.2963
N 0.855 -1.970 -0.484 0.0940
C -0.040 -1.341 -1.336 -0.2825
N -0.804 -0.293 -1.168 -0.0274
H -0.518 1.305 2.470 0.0617
H 1.230 1.894 2.296 0.0858
H -0.123 2.935 1.666 0.0905
H 0.754 1.744 -0.368 0.1272
H 1.235 0.427 0.797 0.0757
H -1.485 1.465 -0.250 0.1500
H -1.188 -0.222 0.851 0.1203
H 0.715 -3.006 -0.348 0.1264
H 1.053 -1.493 0.267 -0.0248
H -0.342 -1.934 -2.327 0.1389

[11]
16
Properties=species:S:1:pos:R:3:lowdin_charge:R:1 method="wB97M-V/def2-TZVPD" e_homo_ev=-7.94 e_above_lowest_kcal_mol=51.4 energy_ev=-7288.3920 gap_ev=9.13
C -1.026 4.909 -0.955 -0.0401
C -0.158 5.532 -1.793 -0.3110
N 1.041 6.009 -1.358 0.0216
H -0.818 4.905 0.104 0.0385
H -1.849 4.421 -1.462 0.0315
H -0.418 5.757 -2.818 0.0987
H 1.300 6.164 -0.405 0.0834
H 1.789 6.210 -1.995 0.0775
C 0.864 -6.454 1.548 -0.0433
C 0.319 -5.240 1.337 -0.3122
N -1.042 -4.908 1.259 0.0246
H 0.154 -7.258 1.700 0.0459
H 1.880 -6.410 1.925 0.0391
H 1.000 -4.394 1.490 0.0976
H -1.664 -5.419 0.654 0.0797
H -1.090 -3.927 1.022 0.0687

[12]
16
Properties=species:S:1:pos:R:3:lowdin_charge:R:1 method="wB97M-V/def2-TZVPD" e_homo_ev=-9.35 e_above_lowest_kcal_mol=82.7 energy_ev=-7287.0336 gap_ev=10.19
C -0.742 1.101 0.573 -0.2521
C 0.642 0.693 0.082 -0.2649
C 1.062 0.093 -1.200 -0.2204
C -0.358 -1.825 -0.691 -0.0459
N 0.818 -1.454 -1.125 -0.0157
N -1.134 0.819 2.056 0.0306
H -1.530 0.656 0.031 0.0668
H -0.861 2.114 0.235 0.0946
H 1.270 1.501 0.287 0.0888
H 0.921 -0.110 0.746 0.1013
H 2.156 0.263 -1.359 0.1106
H 0.641 0.766 -1.997 0.1245
H -0.953 -0.974 -0.716 0.0151
H -0.813 -2.801 -1.078 0.0995
H -1.871 1.430 2.170 0.0135
H -0.376 1.238 2.583 0.0538

[13]
16
Properties=species:S:1:pos:R:3:lowdin_charge:R:1 method="wB97M-V/def2-TZVPD" e_homo_ev=-8.76 e_above_lowest_kcal_mol=82.2 energy_ev=-7287.0544 gap_ev=10.00
C -0.486 -0.055 -0.798 -0.2827
C 0.002 -0.691 0.491 -0.3512
C 0.387 0.537 -1.866 -0.0450
C 1.405 -0.872 0.930 -0.0478
N -0.480 0.648 0.493 -0.0493
N -1.891 0.705 1.332 0.0285
H -1.390 -0.423 -1.027 0.0865
H -0.677 -1.497 0.737 0.1290
H -0.034 1.238 -2.501 0.0373
H 0.961 -0.327 -2.528 0.1428
H 1.154 1.001 -1.316 0.0417
H 1.861 -1.657 0.447 0.0450
H 1.607 -1.081 2.002 0.0963
H 1.836 0.011 0.559 0.0549
H -2.484 1.367 0.763 0.0627
H -1.771 1.097 2.283 0.0513

[14]
16
Properties=species:S:1:pos:R:3:lowdin_charge:R:1 method="wB97M-V/def2-TZVPD" e_homo_ev=-8.02 e_above_lowest_kcal_mol=43.4 energy_ev=-7288.7392 gap_ev=9.10
C -0.183 1.774 -0.181 -0.3004
C -0.819 0.623 0.654 -0.2594
C -0.333 -0.725 0.286 -0.1533
C 0.750 -1.398 0.865 -0.1665
N 1.095 -2.660 0.332 0.0208
N -0.704 1.897 -1.553 -0.0282
H 0.886 1.565 -0.159 0.0943
H -0.348 2.811 0.215 0.1075
H -0.556 0.772 1.723 0.1079
H -1.919 0.664 0.614 0.1081
H -0.857 -0.977 -0.714 0.1192
H 1.097 -1.199 1.883 0.1137
H 0.888 -2.851 -0.633 0.0801
H 2.000 -2.919 0.565 0.0411
H -1.137 1.012 -1.745 0.0225
H 0.138 1.613 -2.152 0.0927